Record 1
C24H26I2N2O8P2S | wB97M-V/def2-TZVPD

```
! RIJCOSX wB97M-V def2-TZVPD def2/J DEFGRID3
* xyz 0 1
C -0.774 -6.433 2.536
C -1.244 -5.250 3.333
I -0.788 -5.378 5.377
C -1.915 -4.220 2.819
I -2.424 -4.320 0.773
N -2.300 -3.068 3.540
C -1.225 -2.182 3.915
O -0.680 -2.091 4.954
C -1.076 -1.238 2.745
C 0.027 -0.534 2.302
P 1.626 -0.759 3.126
O 1.900 0.202 4.215
C -0.165 0.315 1.205
O 0.907 1.025 0.718
C 1.295 2.134 1.594
C 1.753 3.318 0.768
N 3.048 3.053 0.139
C 3.065 3.097 -1.318
C 4.062 2.118 -1.897
C 3.646 0.657 -1.647
O 4.145 2.425 -3.281
C -1.413 0.435 0.585
C -1.468 1.320 -0.632
C -1.561 0.421 -1.868
O -2.230 -0.573 -1.842
C -0.784 0.757 -3.095
C 0.292 1.648 -3.102
C 0.988 1.874 -4.286
C 0.619 1.238 -5.466
C -0.461 0.353 -5.468
C -1.155 0.122 -4.286
C -2.542 -0.271 1.080
P -4.278 -0.115 0.465
O -5.036 0.456 1.773
O -4.412 1.077 -0.609
S -5.121 -1.694 -0.177
C -2.319 -1.145 2.150
C -3.221 -2.118 2.893
O -4.381 -2.107 3.029
H -0.137 -7.049 3.158
H -0.145 -6.087 1.721
H -1.609 -7.012 2.158
H 2.587 -0.739 2.098
H 1.562 -2.077 3.607
H 2.130 1.828 2.218
H 0.447 2.392 2.222
H 1.847 4.144 1.470
H 0.986 3.534 0.027
H 3.418 2.174 0.470
H 2.090 2.899 -1.764
H 3.361 4.095 -1.639
H 5.019 2.312 -1.406
H 4.306 0.201 -0.916
H 3.661 0.077 -2.563
H 2.639 0.635 -1.236
H 4.380 1.629 -3.762
H -2.275 2.036 -0.612
H -0.549 1.877 -0.721
H 0.576 2.142 -2.190
H 1.826 2.557 -4.272
H 1.154 1.397 -6.388
H -0.781 -0.160 -6.360
H -1.984 -0.568 -4.264
H -4.601 1.273 2.061
H -4.308 1.940 -0.184
*
```

Calculated values
Orbital gap, eV: 7.46
HOMO level, eV: -8.5



Record 2
C24H26IrN4O4SSe2 | wB97M-V/def2-TZVPD

```
! RIJCOSX wB97M-V def2-TZVPD def2/J DEFGRID3
* xyz 0 2
Ir -0.060 1.221 0.526
C 3.261 2.092 -4.413
C 2.749 0.894 -3.614
C 3.059 -0.404 -4.361
C 3.251 0.879 -2.176
C 3.314 -0.302 -1.441
C 3.707 -0.306 -0.111
C 4.043 0.872 0.545
C 4.398 0.873 2.006
C 3.996 2.052 -0.186
C 3.612 2.055 -1.519
H 2.942 2.013 -5.453
H 4.352 2.133 -4.396
H 2.880 3.036 -4.027
H 1.655 0.994 -3.561
H 4.130 -0.618 -4.335
H 2.758 -0.317 -5.406
H 2.538 -1.263 -3.940
H 3.041 -1.244 -1.897
H 3.729 -1.242 0.433
H 3.506 1.044 2.614
H 5.113 1.662 2.242
H 4.824 -0.082 2.312
H 4.252 2.990 0.293
H 3.596 2.999 -2.046
C -5.240 -3.303 2.667
C -3.849 -2.825 2.357
C -3.508 -2.408 1.074
C -2.226 -1.970 0.783
C -1.269 -1.953 1.787
C -1.576 -2.396 3.066
C -2.865 -2.817 3.345
S 0.351 -1.349 1.426
O 0.341 -0.984 -0.015
O 1.302 -2.328 1.847
N 0.493 0.106 2.072
C 0.072 0.641 3.362
C -0.742 1.935 3.128
O -1.516 2.355 3.946
O -0.454 2.576 1.991
H -5.962 -2.906 1.954
H -5.546 -3.004 3.669
H -5.292 -4.392 2.620
H -4.258 -2.418 0.292
H -1.962 -1.641 -0.213
H -0.816 -2.422 3.836
H -3.111 -3.146 4.346
H 0.973 0.894 3.927
H -0.504 -0.071 3.951
Se -4.750 0.730 1.613
N -5.183 0.434 -0.082
C -4.079 0.604 -0.784
C -3.958 0.427 -2.194
C -2.731 0.605 -2.740
C -1.611 0.963 -1.933
N -1.684 1.130 -0.632
C -2.913 0.966 -0.023
N -3.055 1.083 1.273
H -4.827 0.152 -2.775
H -2.557 0.478 -3.799
H -0.639 1.127 -2.377
Se 0.506 3.099 -0.854
*
```

Calculated values
Orbital gap (spin up / spin down), eV: 5.70 / 5.41
Energy above the lowest of the compared OMol25 structures with the same formula, charge and spin, eV: 1.0884
HOMO level (spin up / spin down), eV: -7.7 / -7.4



Record 3
C24H26KN5O3S | wB97M-V/def2-TZVPD

```
! RIJCOSX wB97M-V def2-TZVPD def2/J DEFGRID3
* xyz 0 1
K -0.440 -0.621 -0.096
C 1.257 3.670 -1.612
C 0.385 2.497 -1.303
N 0.799 1.361 -0.898
N 2.144 1.196 -0.653
C 2.445 -0.100 -0.514
O 1.716 -1.116 -0.659
C 3.891 -0.341 -0.116
C 4.265 -1.626 0.260
C 5.569 -1.898 0.656
C 6.517 -0.884 0.665
C 6.154 0.400 0.274
C 4.848 0.670 -0.110
C -1.112 2.602 -1.479
C -1.674 3.795 -1.916
C -3.049 3.890 -2.073
C -3.835 2.790 -1.791
C -3.194 1.634 -1.361
N -1.877 1.526 -1.203
H 2.294 3.407 -1.426
H 0.998 4.541 -1.003
H 1.148 3.971 -2.659
H 3.513 -2.404 0.228
H 5.844 -2.904 0.953
H 7.535 -1.093 0.971
H 6.892 1.193 0.270
H 4.553 1.668 -0.407
H -1.035 4.640 -2.130
H -3.493 4.818 -2.412
H -4.911 2.816 -1.898
H -3.777 0.743 -1.134
O -1.786 -2.203 -1.188
S -1.166 -2.080 -2.577
C -2.486 -2.337 -3.773
C -2.536 -3.831 -4.081
C -1.071 -4.252 -4.179
C -0.395 -3.672 -2.938
H -2.244 -1.745 -4.658
H -3.373 -1.912 -3.302
H -3.096 -4.035 -4.993
H -3.028 -4.362 -3.264
H -0.624 -3.830 -5.083
H -0.934 -5.332 -4.229
H 0.684 -3.542 -3.001
H -0.636 -4.245 -2.039
N -1.096 0.467 7.487
C -2.084 0.566 6.563
O -3.246 0.739 6.869
C -1.680 0.463 5.104
C -0.392 0.197 4.672
C -0.141 0.137 3.309
N -1.088 0.306 2.385
C -2.327 0.559 2.818
C -2.668 0.649 4.156
H -1.361 0.549 8.452
H -0.129 0.368 7.249
H 0.435 0.036 5.351
H 0.865 -0.055 2.947
H -3.084 0.698 2.052
H -3.682 0.858 4.469
*
```

Calculated values
Orbital gap, eV: 7.12
Energy above the lowest of the compared OMol25 structures with the same formula, charge and spin, eV: 1.2547
HOMO level, eV: -7.0



Record 4
C24H26MgN4Si | wB97M-V/def2-TZVPD

```
! RIJCOSX wB97M-V def2-TZVPD def2/J DEFGRID3
* xyz 0 1
C -0.266 -0.838 -1.054
C 0.353 0.242 -1.753
C 1.720 -0.085 -1.957
H -0.166 1.125 -2.127
C 1.926 -1.410 -1.452
C 0.699 -1.863 -0.877
H 0.497 -2.870 -0.508
H -1.325 -0.897 -0.795
H 2.448 0.505 -2.515
H 2.803 -2.029 -1.631
Mg 2.046 -0.079 0.705
C -0.018 2.035 0.764
H -0.389 1.005 0.887
H 0.293 2.432 1.737
H 0.808 2.099 0.037
Si -1.647 3.270 0.104
C -2.633 3.942 1.529
C -3.894 4.522 1.270
H -4.276 4.582 0.242
C -4.688 5.008 2.324
H -5.667 5.444 2.111
C -4.220 4.930 3.644
H -4.838 5.310 4.469
C -2.973 4.348 3.905
H -2.607 4.263 4.930
C -2.181 3.844 2.860
H -1.216 3.385 3.081
C -0.828 4.569 -0.944
C -1.559 5.715 -1.315
H -2.479 5.979 -0.787
C -1.140 6.527 -2.382
H -1.760 7.362 -2.708
C 0.075 6.270 -3.027
H 0.396 6.888 -3.872
C 0.879 5.218 -2.572
H 1.853 5.025 -3.029
C 0.446 4.394 -1.525
H 1.115 3.608 -1.170
H -2.612 2.383 -0.883
H -3.011 3.186 -0.792
N 2.812 -3.827 1.940
C 3.912 -3.945 1.085
C 4.165 -2.684 0.612
N 3.215 -1.811 1.116
C 2.410 -2.523 1.929
C 1.276 -1.917 2.618
N 0.868 -0.646 2.416
C -0.161 -0.423 3.320
C -0.352 -1.543 4.082
N 0.556 -2.485 3.621
H 2.394 -4.554 2.510
H 4.418 -4.867 0.853
H 4.944 -2.325 -0.049
H -0.701 0.511 3.376
H -1.029 -1.739 4.887
H 0.664 -3.433 3.977
*
```

Calculated values
Orbital gap (spin up / spin down), eV: 5.50 / 4.10
Energy above the lowest of the compared OMol25 structures with the same formula, charge and spin, eV: 2.8340
HOMO level (spin up / spin down), eV: -5.8 / -4.3